Formula: C4H9N6S2
Source: the Open Molecules 2025 dataset
Level of theory: ωB97M-V/def2-TZVPD

Computed properties:
- frontier orbital gap (alpha / beta) (eV) = 6.2 / 6.2
- LUMO energy (alpha / beta) (eV) = -6.54 / -6.55
- HOMO level (alpha / beta) (eV) = -12.73 / -12.73
- calculated total energy (a.u.) = -1282.32433
- SMILES = NC(=S)/N=[NH+]/C[C@@]1(N)N=NCS1
- ΔE to the lowest compared entry with this formula, charge and spin (kJ/mol) = 30.92
- charge = +1

Geometry (Å):
N  3.7521  0.1608  0.1749
C  2.7878  -0.1209  -0.7697
S  2.8441  -1.5490  -1.6401
N  1.6631  0.5865  -0.5048
N  0.6672  0.4681  -1.3088
C  -0.6123  0.7785  -1.0818
C  -1.5711  -0.4417  -0.0169
N  -1.8337  -1.5326  -0.8826
N  -0.5438  -0.4918  1.0102
N  -0.7945  0.2132  1.9993
C  -2.0374  0.8499  2.1037
S  -3.0049  0.4466  0.5757
H  3.4424  0.7728  0.9055
H  4.6104  -0.4683  0.2896
H  0.9134  -0.3615  -1.9850
H  -0.7736  1.7264  -0.4506
H  -1.2717  0.8558  -1.9030
H  -2.7744  -1.7880  -1.0733
H  -1.2206  -2.3594  -0.6909
H  -2.5350  0.3864  3.0293
H  -1.7073  1.8682  2.2193